# 1
Below is C41H47BCl2N6O8S5W as an isolated structure, with properties calculated with wB97M-V/def2-TZVPD.

Its LUMO energy (spin up / spin down) is -0.2619 / -0.2752 hartree. As for the charge: +2. Its gap between HOMO and LUMO (spin up / spin down) is 5.302 / 4.939 eV.

Each line ends with the Mulliken charge.
Element x y z (Å)
W1 1.358 1.522 1.435  1.109
C1 3.851 -2.040 -1.809  -1.440
C2 2.419 -1.632 -1.972  -0.439
C3 1.828 -1.460 -3.184  -0.786
C4 0.481 -1.020 -3.263  -0.256
N1 -0.276 -1.038 -2.202  -0.234
N2 0.291 -1.282 -1.004  1.253
B1 -0.717 -1.343 0.145  -1.307
N3 -0.259 -1.685 1.534  -0.634
N4 -0.890 -2.687 0.893  0.185
C5 -1.073 -3.876 1.400  0.420
C6 -0.617 -4.022 2.739  -0.782
C7 0.003 -3.015 3.424  -0.045
C8 0.455 -3.176 4.836  -1.903
C9 0.241 -1.750 2.764  1.422
S1 1.132 -0.498 3.433  -0.152
C10 -1.694 -4.951 0.534  1.952
C11 -0.728 -5.180 -0.645  -1.530
C12 -3.036 -4.436 -0.006  -1.379
C13 -1.902 -6.248 1.313  -2.255
N5 -1.961 -0.492 -0.040  0.492
N6 -2.800 -0.964 -0.974  -0.277
C14 -3.877 -0.278 -1.243  0.118
C15 -4.127 0.957 -0.596  -0.525
C16 -3.289 1.429 0.368  -0.023
C17 -3.521 2.718 1.092  -1.864
C18 -2.150 0.630 0.666  1.539
S2 -1.153 1.018 2.028  -0.315
C19 -4.871 -0.834 -2.247  2.004
C20 -6.195 -1.111 -1.515  -1.815
C21 -4.372 -2.141 -2.868  -1.334
C22 -5.114 0.208 -3.352  -1.388
C23 1.619 -1.352 -0.829  1.488
S3 2.329 -0.995 0.699  -0.097
C24 -0.104 -0.502 -4.565  2.071
C25 -1.430 0.208 -4.290  -1.561
C26 -0.323 -1.676 -5.526  -1.858
C27 0.891 0.511 -5.155  -1.573
H1 4.248 -2.424 -2.746  0.518
H2 3.948 -2.801 -1.034  0.388
H3 4.453 -1.191 -1.486  0.170
H4 2.397 -1.627 -4.090  0.529
H5 -0.771 -4.973 3.230  0.640
H6 0.158 -4.138 5.246  0.426
H7 0.044 -2.373 5.452  0.381
H8 1.540 -3.067 4.893  0.401
H9 -0.658 -4.286 -1.270  0.204
H10 -1.101 -5.999 -1.261  0.456
H11 0.271 -5.446 -0.294  0.422
H12 -2.911 -3.495 -0.545  -0.098
H13 -3.752 -4.287 0.806  0.437
H14 -3.451 -5.176 -0.691  0.519
H15 -0.957 -6.670 1.662  0.447
H16 -2.371 -6.982 0.660  0.413
H17 -2.564 -6.096 2.167  0.485
H18 -5.011 1.526 -0.853  0.490
H19 -4.446 3.186 0.764  0.484
H20 -2.681 3.389 0.902  0.274
H21 -3.558 2.554 2.169  0.443
H22 -6.067 -1.880 -0.751  0.370
H23 -6.931 -1.469 -2.236  0.484
H24 -6.601 -0.215 -1.042  0.351
H25 -4.393 -2.949 -2.135  0.216
H26 -3.354 -2.050 -3.245  0.083
H27 -5.026 -2.418 -3.694  0.450
H28 -5.550 1.127 -2.959  0.373
H29 -5.815 -0.202 -4.079  0.528
H30 -4.189 0.462 -3.871  0.107
H31 -2.137 -0.472 -3.816  -0.245
H32 -1.853 0.564 -5.230  0.643
H33 -1.281 1.065 -3.629  0.364
H34 -1.034 -2.392 -5.109  0.310
H35 0.610 -2.201 -5.742  0.402
H36 -0.724 -1.305 -6.470  0.465
H37 1.162 1.264 -4.412  0.203
H38 0.426 1.023 -5.997  0.473
H39 1.799 0.029 -5.522  0.372
Cl1 3.576 1.417 -1.130  0.179
C28 5.030 1.092 -0.288  0.381
C29 6.170 0.808 -1.012  -0.520
C30 7.351 0.539 -0.337  -0.500
C31 7.390 0.561 1.046  -0.720
C32 6.244 0.844 1.767  0.109
Cl2 6.329 0.848 3.491  -0.182
C33 5.028 1.118 1.115  0.163
S4 3.665 1.535 2.144  -0.235
H40 6.134 0.810 -2.093  0.519
H41 8.246 0.308 -0.898  0.418
H42 8.308 0.362 1.581  0.465
O1 0.160 3.402 2.056  -0.453
C34 0.973 3.418 2.999  1.208
O2 1.438 2.191 3.263  -0.550
C35 1.459 4.569 3.702  0.056
C36 2.652 4.467 4.420  -0.629
C37 3.216 5.581 5.028  -1.213
C38 2.525 6.765 4.912  0.961
O3 2.855 7.961 5.415  -0.464
C39 1.816 8.880 5.033  -0.240
O4 0.855 8.135 4.284  -0.481
C40 1.316 6.861 4.216  0.771
C41 0.763 5.794 3.584  -0.993
H43 3.151 3.509 4.479  0.506
H44 4.150 5.529 5.568  0.462
H45 2.239 9.670 4.417  0.270
H46 1.355 9.297 5.926  0.269
H47 -0.166 5.862 3.036  0.582
O5 1.140 2.658 -2.138  -0.594
S5 0.652 2.670 -0.808  1.364
O6 -0.641 3.199 -0.540  -0.584
O7 1.724 3.067 0.259  -0.284
O8 0.611 1.150 -0.257  -0.698

***

# 2
Below is the molecule C5H7N3, with properties calculated with wB97M-V/def2-TZVPD.

Its LUMO energy is 0.0341 hartree. The SMILES is N[C@@H]1Cn2ccnc21. As for the charge: 0. Its gap between HOMO and LUMO is 9.576 eV.

Each line ends with the Mulliken charge.
Element x y z (Å)
C1 1.314 -0.220 0.059  0.117
C2 0.413 -0.940 -1.007  -0.629
C3 -2.082 -0.265 0.058  -0.279
C4 -2.030 0.567 1.157  -0.313
C5 -0.026 0.217 0.642  0.060
H1 1.730 1.562 -0.846  0.263
H2 2.856 1.096 0.261  0.264
H3 1.857 -0.926 0.696  0.339
H4 0.516 -2.015 -1.072  0.276
H5 0.490 -0.483 -1.993  0.301
H6 -2.913 -0.740 -0.459  0.387
H7 -2.882 0.979 1.706  0.402
N1 2.244 0.753 -0.474  -0.666
N2 -0.754 -0.465 -0.250  0.197
N3 -0.732 0.880 1.521  -0.719

***

# 3
Below is C66H59As2OP2ReS as an isolated structure, with properties calculated with wB97M-V/def2-TZVPD.

Its LUMO energy (spin up / spin down) is -0.3500 / -0.3610 hartree. As for the charge: +3. Its gap between HOMO and LUMO (spin up / spin down) is 5.565 / 5.262 eV. The multiplicity is 4.

Each line ends with the Mulliken charge.
Element x y z (Å)
Re1 -0.534 -0.352 0.080  2.519
C1 -7.366 0.588 -1.232  -1.662
C2 -6.859 0.391 0.211  1.557
C3 -8.053 0.430 1.178  -2.165
C4 -5.859 1.497 0.548  0.446
C5 -6.227 2.756 1.008  0.114
C6 -5.282 3.728 1.310  -1.705
C7 -3.932 3.469 1.148  -0.184
C8 -3.538 2.231 0.645  0.979
P1 -1.804 1.855 0.219  0.284
C9 -0.916 2.782 1.506  1.540
C10 -0.792 2.165 2.757  -1.183
C11 -0.271 2.865 3.835  -0.826
C12 0.121 4.192 3.671  -1.110
C13 -0.020 4.813 2.438  -1.091
C14 -0.546 4.112 1.359  0.060
C15 -1.699 2.546 -1.449  1.008
C16 -1.252 1.688 -2.457  1.022
C17 -1.239 2.076 -3.786  -0.683
C18 -1.694 3.347 -4.121  -0.900
C19 -2.189 4.191 -3.133  -0.931
C20 -2.201 3.796 -1.802  -0.754
C21 -4.508 1.292 0.361  -1.025
O1 -4.011 0.107 -0.124  -0.401
C22 -4.758 -1.011 0.139  -0.773
C23 -4.035 -2.172 0.257  0.631
C24 -4.714 -3.365 0.509  -0.226
C25 -6.089 -3.353 0.624  -1.571
C26 -6.782 -2.152 0.531  0.028
C27 -6.130 -0.947 0.309  0.379
P2 -2.217 -2.259 0.116  1.052
C28 -1.871 -3.229 1.597  1.079
C29 -1.308 -4.497 1.609  -0.085
C30 -1.079 -5.132 2.828  -0.714
C31 -1.417 -4.507 4.019  -0.957
C32 -2.008 -3.243 4.005  -0.704
C33 -2.234 -2.606 2.798  -0.932
C34 -2.085 -3.158 -1.448  1.550
C35 -2.488 -4.482 -1.601  -0.720
C36 -2.603 -5.024 -2.872  -0.771
C37 -2.313 -4.256 -3.997  -1.020
C38 -1.903 -2.936 -3.854  -0.580
C39 -1.802 -2.391 -2.582  -0.298
H1 -7.864 1.558 -1.328  0.403
H2 -8.084 -0.196 -1.490  0.429
H3 -6.541 0.551 -1.949  0.388
H4 -8.576 1.385 1.110  0.531
H5 -7.734 0.280 2.212  0.418
H6 -8.787 -0.336 0.923  0.515
H7 -7.276 2.992 1.146  0.393
H8 -5.601 4.693 1.688  0.452
H9 -3.202 4.214 1.442  0.571
H10 -1.134 1.149 2.907  0.536
H11 -0.183 2.385 4.804  0.518
H12 0.519 4.746 4.515  0.446
H13 0.271 5.850 2.309  0.625
H14 -0.657 4.608 0.407  0.446
H15 -0.972 0.667 -2.203  -0.954
H16 -0.907 1.390 -4.558  0.581
H17 -1.689 3.669 -5.156  0.470
H18 -2.586 5.164 -3.405  0.502
H19 -2.631 4.455 -1.058  0.485
H20 -4.176 -4.294 0.649  0.464
H21 -6.625 -4.278 0.808  0.462
H22 -7.859 -2.165 0.658  0.354
H23 -1.056 -5.002 0.686  -0.018
H24 -0.641 -6.125 2.840  0.526
H25 -1.244 -5.011 4.963  0.454
H26 -2.307 -2.771 4.934  0.531
H27 -2.721 -1.630 2.783  0.452
H28 -2.720 -5.103 -0.744  0.171
H29 -2.925 -6.054 -2.985  0.533
H30 -2.415 -4.686 -4.987  0.431
H31 -1.686 -2.330 -4.729  0.520
H32 -1.537 -1.342 -2.481  0.468
S1 0.726 -0.941 1.932  -0.200
C40 2.382 -1.326 1.447  1.273
C41 3.400 -1.168 2.385  -0.779
C42 4.691 -1.526 2.031  -0.964
C43 4.963 -2.041 0.764  -1.017
C44 3.938 -2.208 -0.157  0.128
C45 2.648 -1.842 0.189  -1.310
As1 1.104 -2.177 -0.914  0.825
C46 1.096 -4.100 -0.705  1.153
C47 0.621 -4.913 -1.727  -0.869
C48 0.746 -6.290 -1.620  -1.216
C49 1.334 -6.851 -0.491  -0.988
C50 1.798 -6.034 0.534  -0.828
C51 1.681 -4.656 0.431  -0.847
C52 1.663 -1.892 -2.735  0.966
C53 1.411 -0.660 -3.340  0.390
C54 1.828 -0.423 -4.642  -1.139
C55 2.497 -1.421 -5.343  -1.024
C56 2.762 -2.641 -4.734  -0.946
C57 2.346 -2.883 -3.432  -0.654
H33 3.182 -0.789 3.379  0.621
H34 5.495 -1.405 2.753  0.434
H35 5.976 -2.322 0.499  0.487
H36 4.144 -2.619 -1.138  0.495
H37 0.163 -4.482 -2.603  1.062
H38 0.393 -6.925 -2.427  0.496
H39 1.434 -7.930 -0.415  0.463
H40 2.264 -6.466 1.411  0.547
H41 2.042 -4.034 1.237  0.511
H42 0.924 0.126 -2.785  -0.238
H43 1.642 0.541 -5.110  0.580
H44 2.821 -1.244 -6.364  0.467
H45 3.301 -3.413 -5.275  0.501
H46 2.571 -3.831 -2.972  0.535
C58 2.334 2.056 1.423  -1.184
As2 1.621 1.640 -0.327  1.342
C59 3.133 0.844 -1.266  -1.447
C60 1.887 3.378 -1.312  -1.620
C61 1.787 4.725 -0.637  0.269
C62 0.866 5.670 -1.066  -0.159
C63 0.847 6.952 -0.525  -0.640
C64 1.761 7.304 0.457  -0.684
C65 2.704 6.379 0.874  -0.869
C66 2.724 5.105 0.318  -0.214
H47 3.416 2.153 1.341  0.679
H48 2.090 1.280 2.140  0.041
H49 1.900 2.995 1.763  0.133
H50 4.042 1.151 -0.750  0.715
H51 3.142 1.242 -2.278  0.702
H52 3.100 -0.221 -1.324  -0.280
H53 1.281 3.321 -2.211  0.597
H54 2.923 3.205 -1.590  0.965
H55 0.176 5.407 -1.855  0.636
H56 0.134 7.686 -0.888  0.446
H57 1.761 8.307 0.869  0.422
H58 3.443 6.658 1.617  0.461
H59 3.504 4.409 0.614  0.391

***

Record order is preserved below.
Energy above the lowest of the compared OMol25 structures with the same formula, charge and spin: 0.0, 46.8, 11.6 kcal/mol
Record order is preserved below.
F_max: 4.56, 0.61, 1.06 eV/Å
Record order is preserved below.
Energy: -5523.839034, -358.943756, -8255.514709 hartree